No. 1
DFT (ωB97M-V/def2-TZVPD) results for a 14-piece molecular cluster, C19H66N4O14 overall at a distorted geometry.

**Molecular weight**: 574.75 Da
**HOMO energy**: -9.1864 eV
**Electronic energy**: -55391.276 eV
**Spin multiplicity**: 1
**Orbital gap**: 9.3468 eV
**Charge**: 0

Last column: Löwdin charge in e.
Positions of all 103 atoms, in Å:
O: 15.025 2.515 -1.688  -0.108
O: 17.058 2.449 2.184  -0.105
O: 15.439 8.319 6.219  -0.125
O: 17.247 5.502 6.305  -0.091
O: 16.649 3.058 8.677  -0.109
O: 12.855 5.995 2.465  -0.133
O: 16.103 3.586 4.699  -0.157
O: 19.079 0.620 3.434  -0.078
O: 12.557 2.059 5.668  -0.126
O: 14.919 6.237 8.404  -0.078
O: 14.917 6.777 0.905  -0.092
O: 12.183 5.433 4.872  -0.165
O: 15.849 0.006 5.290  -0.155
O: 12.361 1.188 -0.258  -0.068
N: 12.985 1.324 7.975  0.143
N: 10.949 4.116 6.459  0.164
N: 10.674 6.337 6.518  0.177
N: 14.696 1.964 6.720  0.158
C: 18.722 1.202 4.651  -0.162
C: 14.207 5.115 7.901  -0.318
C: 18.434 5.101 5.596  -0.299
C: 11.321 5.318 6.041  -0.506
C: 15.018 3.299 -0.544  -0.171
C: 15.126 0.198 4.100  -0.155
C: 13.362 1.668 6.762  -0.475
C: 13.308 4.631 8.987  -0.064
C: 14.712 7.650 5.257  -0.145
C: 12.934 1.367 2.103  -0.065
C: 12.369 4.975 1.558  -0.091
C: 15.982 6.223 1.571  -0.201
C: 14.950 4.020 4.090  -0.157
C: 17.839 2.470 8.240  -0.339
C: 18.911 3.996 2.436  -0.070
C: 18.202 2.951 1.548  -0.298
C: 17.743 0.971 8.440  -0.065
C: 11.814 1.402 1.031  -0.259
C: 19.680 5.304 6.418  -0.063
H: 18.627 0.499 8.053  0.068
H: 17.664 1.494 4.509  0.057
H: 11.392 2.373 0.932  0.088
H: 18.535 5.626 4.680  0.092
H: 14.978 4.424 7.679  0.063
H: 18.739 2.933 8.683  0.124
H: 13.386 0.382 8.249  0.157
H: 13.048 4.999 0.750  0.049
H: 13.815 4.435 9.901  0.064
H: 14.850 2.749 0.382  0.059
H: 14.215 0.252 4.488  0.014
H: 12.507 5.631 3.286  -0.006
H: 15.260 2.154 7.519  0.064
H: 11.461 3.341 5.985  0.063
H: 16.966 4.011 8.831  0.138
H: 15.969 3.855 -0.493  0.083
H: 12.051 1.379 8.344  0.109
H: 15.967 5.153 1.543  0.054
H: 18.890 2.153 1.473  0.076
H: 10.043 6.244 7.267  0.096
H: 16.819 0.616 7.925  0.071
H: 15.314 -0.544 3.325  0.099
H: 12.618 0.278 -0.439  0.092
H: 15.314 6.687 7.642  0.033
H: 13.813 5.489 7.015  0.069
H: 13.313 0.438 2.129  0.028
H: 18.774 0.541 5.481  0.070
H: 16.506 4.334 5.234  0.061
H: 19.212 2.112 4.889  0.053
H: 12.557 1.506 3.137  0.090
H: 14.151 3.918 -0.625  0.062
H: 14.146 6.407 1.289  -0.007
H: 13.696 1.994 1.903  -0.001
H: 10.738 7.315 6.187  0.146
H: 14.167 2.256 -2.030  0.070
H: 19.411 3.496 3.272  0.055
H: 20.537 4.877 5.858  0.090
H: 15.361 0.492 6.005  0.024
H: 14.869 6.560 5.397  0.072
H: 15.143 9.228 6.248  0.089
H: 18.001 3.343 0.496  0.127
H: 16.957 6.524 1.119  0.095
H: 15.157 7.869 4.328  0.062
H: 17.163 2.419 3.161  0.034
H: 18.657 -0.205 3.261  0.082
H: 12.501 5.336 9.237  0.077
H: 12.855 3.601 8.710  0.072
H: 15.305 1.202 3.612  0.074
H: 17.837 2.605 7.174  0.085
H: 15.077 2.583 5.931  0.124
H: 15.067 5.000 3.538  0.085
H: 10.483 3.937 7.364  0.128
H: 12.512 4.016 1.970  0.051
H: 19.757 4.457 1.890  0.084
H: 14.715 3.275 3.328  0.074
H: 16.018 6.713 2.545  0.064
H: 19.887 6.378 6.640  0.097
H: 17.607 0.717 9.508  0.085
H: 11.079 0.735 1.355  0.091
H: 18.283 4.018 5.297  0.096
H: 11.380 4.990 1.247  0.068
H: 17.308 6.423 6.582  0.096
H: 13.725 8.086 5.392  0.099
H: 18.258 4.830 2.734  0.056
H: 19.702 4.674 7.290  0.050
H: 14.129 4.120 4.665  0.016

---

No. 2
DFT (ωB97M-V/def2-TZVPD) results for a 3-piece molecular cluster, C8H7NO4 overall at a distorted geometry.

**SMILES**: CC(=O)c1ccco1.O=C=O.C#N
**Molecular weight**: 181.15 Da
**HOMO energy**: -9.4498 eV
**Electronic energy**: -18088.135 eV
**Spin multiplicity**: 1
**Orbital gap**: 9.1027 eV
**Charge**: 0

Last column: natural (NBO) charge in e.
Positions of all 20 atoms, in Å:
O: 3.885 0.453 -0.689  -0.505
O: 0.893 0.035 -0.778  -0.605
O: -1.870 1.445 1.081  -0.375
O: 3.757 -1.600 0.347  -0.527
N: 0.952 -4.096 -2.397  -0.318
C: 3.743 -0.578 -0.219  1.031
C: -2.518 0.811 2.039  0.159
C: -0.960 0.529 0.564  0.086
C: -2.115 -0.517 2.262  -0.338
C: -0.113 2.214 -1.108  -0.730
C: 0.007 0.839 -0.457  0.536
C: -1.086 -0.719 1.259  -0.184
C: 0.929 -2.963 -2.333  0.074
H: 0.905 -1.920 -2.224  0.240
H: -0.529 -1.705 1.014  0.264
H: -0.911 2.929 -0.808  0.240
H: -0.217 1.944 -2.229  0.248
H: -3.292 1.307 2.548  0.201
H: -2.371 -1.153 3.131  0.248
H: 0.911 2.746 -1.001  0.253

---

No. 3
DFT (ωB97M-V/def2-TZVPD) results for a 5-piece molecular cluster, C35H32IN4O11PS overall at a distorted geometry.

**SMILES**: CCCOc1c(CNC)c(I)c2nsnc2c1P(=N)(O)O.O=C1C=CC(=O)C=C1.O=C1C=CC(=O)C=C1.O=C1C=CC(=O)C=C1.O=C1C=CC(=O)C=C1
**Molecular weight**: 874.60 Da
**HOMO energy**: -8.1828 eV
**Electronic energy**: -93504.330 eV
**Spin multiplicity**: 1
**Orbital gap**: 5.9865 eV
**Charge**: 0

Last column: Löwdin charge in e.
Positions of all 85 atoms, in Å:
I: 1.688 -5.899 -1.489  0.741
S: -3.329 -3.853 -1.089  0.867
P: -1.288 0.906 -2.095  0.720
O: 1.467 3.512 -4.523  0.062
O: -0.390 1.903 -0.940  -0.236
O: -3.928 2.785 0.331  0.072
O: 1.075 -1.662 6.553  0.064
O: 4.608 5.665 -8.233  0.110
O: 2.122 0.018 -2.452  -0.178
O: 0.976 -2.465 11.808  0.105
O: -1.215 1.584 -3.720  -0.249
O: 0.495 -3.102 1.619  0.086
O: -8.330 2.742 3.312  0.099
O: -2.972 -0.641 4.812  0.090
N: 4.221 -2.484 -0.878  -0.144
N: -2.859 0.912 -1.678  -0.197
N: -2.923 -2.177 -1.411  -0.277
N: -1.833 -4.809 -1.178  -0.252
C: 1.161 -1.060 -2.174  -0.080
C: -7.383 2.608 1.159  0.022
C: 1.052 -1.847 7.762  -0.361
C: 2.126 0.422 -3.865  -0.190
C: 1.000 -2.280 10.599  -0.381
C: 3.885 5.170 -7.380  -0.379
C: 3.470 -2.740 -2.166  -0.224
C: -0.881 -1.704 4.587  0.019
C: 1.244 -0.939 10.033  0.025
C: 1.814 -2.591 -2.008  -0.062
C: -4.941 2.775 1.016  -0.364
C: 0.807 -3.188 8.328  0.030
C: 4.068 5.477 -5.947  0.028
C: 2.007 3.701 -6.809  0.029
C: 0.434 -1.041 -5.495  -0.124
C: -7.317 2.752 2.626  -0.385
C: -0.478 -0.850 -1.975  -0.086
C: -1.596 -2.039 1.844  0.026
C: -0.800 -3.734 -1.498  -0.297
C: -6.277 2.618 0.409  0.031
C: 2.190 4.007 -5.376  -0.370
C: 0.784 -3.390 9.649  0.026
C: 0.824 -3.862 -1.687  -0.495
C: 2.795 4.243 -7.742  0.029
C: -2.174 -1.208 4.077  -0.378
C: -0.302 -2.535 2.354  -0.367
C: -4.874 2.919 2.484  0.027
C: -1.399 -2.204 -1.641  -0.211
C: 1.267 -0.737 8.712  0.029
C: -5.981 2.909 3.234  0.025
C: 4.607 -1.033 -0.697  -0.158
C: -2.468 -1.422 2.646  0.032
C: 3.280 4.935 -5.014  0.027
C: -0.008 -2.322 3.784  0.028
C: 1.983 -0.802 -4.945  -0.205
H: 2.599 -0.465 -5.910  0.117
H: 3.402 5.149 -3.959  0.124
H: -5.949 3.014 4.312  0.124
H: 3.876 -1.970 -2.970  0.115
H: 1.203 3.018 -7.058  0.125
H: 1.350 1.296 -4.109  0.100
H: 4.871 6.159 -5.698  0.126
H: 0.945 -2.690 4.143  0.116
H: 0.273 2.477 -1.424  0.067
H: -3.887 3.032 2.914  0.124
H: -1.795 -2.204 0.792  0.062
H: -0.681 -1.540 5.639  0.091
H: -0.393 -0.665 -4.758  0.050
H: 3.708 -3.832 -2.526  0.082
H: -6.309 2.513 -0.669  0.127
H: 1.401 -0.135 10.743  0.124
H: 3.668 -0.482 -0.209  0.090
H: 0.607 -4.367 10.081  0.124
H: 2.673 4.029 -8.797  0.126
H: -0.513 2.320 -3.621  0.049
H: 2.449 -1.822 -4.612  0.095
H: 1.444 0.240 8.280  0.124
H: 3.195 0.916 -4.064  0.139
H: 5.513 -0.852 0.036  0.087
H: 4.804 -0.451 -1.712  0.091
H: 0.650 -3.992 7.619  0.125
H: -8.371 2.495 0.729  0.122
H: -3.035 1.521 -0.838  -0.045
H: 0.266 -0.568 -6.578  0.084
H: 0.325 -2.217 -5.614  0.084
H: 3.628 -2.815 -0.082  0.106
H: -3.422 -1.053 2.287  0.122